Record 1
{
  "formula": "C4H5NS",
  "method": "ωB97M-V/def2-TZVPD",
  "elements": ["S", "N", "C", "C", "C", "C", "H", "H", "H", "H", "H"],
  "positions_angstrom": [[1.54246, -0.05006, -1.02748], [-0.84868, 1.13088, -1.04536], [-0.82904, 0.59699, 0.22686], [0.51445, -0.46469, 0.39559], [0.58263, -1.33458, 1.36694], [0.26395, 0.94174, -1.62134], [-0.41300, -1.54382, 1.83218], [0.41097, 1.39485, -2.63907], [-0.88199, 1.38752, 0.90579], [1.38657, -1.99642, 1.35794], [-1.72833, -0.06241, 0.24795]],
  "mulliken_charge": [-0.130, -0.481, -0.590, 0.237, -0.607, 0.024, 0.243, 0.327, 0.335, 0.339, 0.303],
  "lumo_energy_ev": 0.86
}


Record 2
{
  "formula": "C6H15NO",
  "method": "ωB97M-V/def2-TZVPD",
  "elements": ["O", "N", "C", "C", "C", "C", "C", "C", "H", "H", "H", "H", "H", "H", "H", "H", "H", "H", "H", "H", "H", "H", "H"],
  "positions_angstrom": [[0.22423, 0.35494, 3.44523], [-0.25398, 1.08883, 0.54823], [0.57615, 0.92868, -0.66433], [1.16624, -1.61297, -2.22246], [-2.46989, 0.07454, -0.09102], [1.72867, -0.03391, -0.36849], [1.44366, -1.42117, -0.92758], [-1.26230, 0.10539, 0.78389], [-0.02129, 0.61278, -1.51317], [1.50216, -2.20256, -0.16413], [-0.77519, -0.89051, 0.74767], [-3.00130, 1.03896, -0.26115], [1.12729, 0.05826, 3.29981], [-0.66010, 2.02474, 0.56447], [1.98953, 0.17224, 0.67050], [0.09007, 1.04369, 2.75588], [2.58707, 0.34067, -0.98222], [0.91353, -2.54078, -2.70178], [-1.63109, 0.28327, 1.86154], [1.02247, 1.95496, -0.88379], [-3.27737, -0.59752, 0.10673], [1.12865, -0.75081, -2.86450], [-2.14721, -0.03170, -1.13933]],
  "mulliken_charge": [-0.657, -0.311, -0.523, -0.809, -1.269, -0.667, -0.113, -0.081, 0.275, 0.364, 0.176, 0.317, 0.298, 0.217, 0.291, 0.377, 0.297, 0.285, 0.269, 0.336, 0.398, 0.273, 0.258],
  "lumo_energy_ev": 0.94
}


Record 3
{
  "formula": "C2HAuO3",
  "method": "ωB97M-V/def2-TZVPD",
  "elements": ["Au", "O", "O", "O", "C", "C", "H"],
  "positions_angstrom": [[2.88795, 0.39365, 0.15113], [1.20318, -0.63502, -0.39096], [-1.98094, 0.10257, 0.21960], [0.75481, 0.66161, 0.04107], [0.05814, -1.29919, -0.16070], [-0.79281, -0.28189, 0.04549], [-2.13033, 1.05827, 0.09436]],
  "mulliken_charge": [1.533, 0.031, -0.035, -0.089, 0.250, 0.814, 0.495],
  "lumo_energy_ev": [-18.69, -21.63],
  "spin_multiplicity": 4,
  "charge": 3
}


no.,E (eV)
1,-16552.3815
2,-10001.2891
3,-11870.4127